Run A
Density functional theory data (ωB97M-V with the def2-TZVPD basis set) for a cluster of 12 separate species, H23O12 in total.

Last column: natural (NBO) charge in e.
CARTESIAN COORDINATES (ANGSTROEM)
O  2.471  0.802  -0.588  -1.1518
H  -0.422  1.430  -2.311  0.5036
H  -0.874  0.878  4.473  0.4667
O  0.814  -0.516  1.572  -0.9652
H  1.078  0.537  1.507  0.4866
H  0.759  -0.677  0.643  0.4522
O  2.049  1.266  3.398  -0.9317
H  1.437  1.865  3.262  0.4668
O  -1.447  1.350  3.815  -0.9803
H  -3.387  -1.813  -2.387  0.4882
H  -1.732  0.716  3.123  0.5030
O  -1.078  2.043  -2.605  -0.9946
H  -1.492  -1.274  -2.010  0.4841
H  1.403  2.920  0.478  0.4583
O  -2.506  1.015  1.431  -0.9413
H  -2.765  -4.289  1.103  0.4764
H  2.235  0.870  2.480  0.4659
O  -3.192  -2.060  -3.354  -0.9611
H  -2.525  -2.846  -3.303  0.4762
H  -3.085  1.735  1.140  0.4698
O  3.384  -1.146  -2.147  -0.9457
H  2.664  -1.303  -1.501  0.4861
H  4.086  -0.654  -1.617  0.4582
O  -1.347  -1.576  -1.102  -0.9726
H  -0.586  -1.088  -0.839  0.4820
H  2.218  1.690  0.627  0.4971
O  -2.374  -3.723  1.834  -0.9775
H  3.206  0.315  -0.583  0.4156
H  1.229  0.051  -3.121  0.4760
O  0.721  0.142  -2.212  -1.0972
H  -1.545  -3.206  1.580  0.5014
H  -1.986  0.915  0.647  0.4814
O  1.758  2.480  1.204  -1.0389
H  1.534  0.403  -1.524  0.5049
H  -0.703  2.750  -3.112  0.4571

Summary:
Total charge: -1
HOMO: -6.62 eV
Gap between HOMO and LUMO: 9.4 eV

Run B
Density functional theory data (ωB97M-V with the def2-TZVPD basis set) for a cluster of 12 separate species, H23O12 in total.

Last column: natural (NBO) charge in e.
CARTESIAN COORDINATES (ANGSTROEM)
O  -0.681  -2.748  -2.216  -0.9945
H  -2.286  -0.100  1.976  0.4632
H  -0.413  1.148  -0.065  0.5189
O  1.561  -0.843  2.883  -0.9623
H  0.682  -1.065  3.206  0.4891
H  1.505  -0.721  1.924  0.4971
O  1.516  1.874  3.414  -1.0168
H  1.507  2.340  2.575  0.4938
O  -0.443  2.070  0.306  -1.0102
H  -1.223  2.067  -2.059  0.4591
H  -0.770  1.723  1.155  0.4818
O  -1.524  -0.678  2.068  -1.0120
H  -2.793  -2.521  -0.912  0.4961
H  -2.203  -0.331  -0.843  0.4689
O  3.331  -1.862  -1.546  -0.9579
H  -0.134  0.168  -2.276  0.4391
H  1.442  0.911  3.366  0.4943
O  -2.091  2.265  -1.695  -0.9729
H  -1.808  2.701  -0.832  0.4956
H  3.169  -2.514  -0.837  0.4754
O  3.194  -0.006  0.089  -0.9659
H  3.992  -0.366  -0.296  0.4702
H  2.518  -0.290  -0.551  0.4890
O  -3.636  -2.835  -1.348  -0.9877
H  -3.346  -2.990  -2.255  0.4541
H  -0.646  -2.050  -2.871  0.4569
O  0.195  -0.041  -1.386  -1.0663
H  -1.088  -2.398  -1.380  0.5031
H  0.016  3.918  1.104  0.4731
O  0.980  3.978  1.230  -0.9336
H  -0.727  -0.633  -1.077  0.4895
H  2.454  -1.900  -1.966  0.4881
O  -1.885  -1.141  -0.428  -1.1988
H  1.180  4.103  0.295  0.4641
H  -1.543  -1.234  1.249  0.5186

Summary:
Total charge: -1
HOMO: -6.65 eV
Gap between HOMO and LUMO: 9.4 eV

Energy relative to the most stable one, in kcal/mol: run A 35.3; run B 0.0

Run A
Density functional theory data (ωB97M-V with the def2-TZVPD basis set) for a cluster of 2 separate species, C3H7NO3S in total.

Last column: natural (NBO) charge in e.
CARTESIAN COORDINATES (ANGSTROEM)
C  -1.573  0.391  -0.051  -0.0959
C  -0.336  -0.082  0.595  0.3446
C  -0.107  -0.026  2.071  -0.6523
N  0.463  -1.111  -0.014  -0.8150
O  2.490  0.242  -2.099  -0.8248
O  0.420  -0.198  -3.237  -0.8327
O  -0.566  1.260  0.071  -0.5284
S  1.622  0.616  -3.163  1.6626
H  -1.886  0.080  -1.076  0.1679
H  -2.405  0.670  0.565  0.1601
H  0.322  -1.049  2.147  0.2304
H  -0.941  0.359  2.606  0.2278
H  0.636  0.762  2.333  0.2198
H  1.396  -1.029  0.281  0.3590
H  0.464  -0.884  -1.029  0.3768

Summary:
HOMO: -9.46 eV
Gap between HOMO and LUMO: 8.0 eV

Run B
Density functional theory data (ωB97M-V with the def2-TZVPD basis set) for an isolated molecule of C3H7NO3S.

Last column: natural (NBO) charge in e.
CARTESIAN COORDINATES (ANGSTROEM)
C  -0.130  1.864  -0.392  -0.3103
C  0.034  0.736  0.261  -0.3164
C  -1.097  -0.106  0.614  -0.2743
N  -0.877  -1.415  -0.074  -0.8587
S  1.642  -0.097  0.226  2.4162
O  1.614  -1.198  1.084  -0.9448
O  2.716  0.777  0.165  -0.9120
O  1.498  -0.657  -1.257  -0.9017
H  0.607  2.495  -0.836  0.2203
H  -1.076  2.234  -0.699  0.1977
H  -2.074  0.188  0.346  0.2087
H  -1.136  -0.303  1.648  0.1986
H  -1.856  -1.809  -0.244  0.3681
H  -0.434  -1.948  0.638  0.3852
H  0.570  -0.761  -1.479  0.5233

Summary:
HOMO: -10.60 eV
SMILES string: C=C(CN)S(=O)(=O)O
Gap between HOMO and LUMO: 11.2 eV

Energy relative to the most stable one, in kcal/mol: run A 8.6; run B 0.0

Run A
Density functional theory data (ωB97M-V with the def2-TZVPD basis set) for an isolated molecule of C3H2FNOS.

Last column: natural (NBO) charge in e.
CARTESIAN COORDINATES (ANGSTROEM)
C  -0.942  -0.264  0.515  -0.0010
C  0.325  -0.547  0.355  -0.4370
C  -1.837  2.099  0.468  0.3427
N  -1.440  1.031  0.444  -0.5491
O  2.094  -1.010  -1.240  -0.8828
F  0.852  1.173  -1.460  -0.5219
S  1.779  0.152  -0.486  1.5847
H  -1.477  -1.061  0.886  0.2309
H  0.645  -1.573  0.517  0.2335

Summary:
HOMO: -10.93 eV
Gap between HOMO and LUMO: 10.4 eV

Run B
Density functional theory data (ωB97M-V with the def2-TZVPD basis set) for an isolated molecule of C3H2FNOS.

Last column: natural (NBO) charge in e.
CARTESIAN COORDINATES (ANGSTROEM)
C  -0.241  0.949  -0.036  -0.1343
C  -0.655  -0.407  0.044  -0.4092
C  -3.258  0.484  0.602  0.2237
N  -0.992  1.942  0.018  -0.2389
O  -2.589  -2.079  0.173  -0.9035
F  -3.990  1.253  -0.153  -0.2881
S  -2.292  -0.726  -0.269  1.2797
H  0.845  1.107  -0.110  0.2145
H  0.022  -1.245  0.064  0.2561

Summary:
HOMO (spin up / spin down): -8.81 / -9.02 eV
Gap between HOMO and LUMO (spin up / spin down): 6.2 / 6.5 eV

Energy relative to the most stable one, in kcal/mol: run A 0.0; run B 127.8